Computed, not measured: a molecular structure, C5H6N2O2 in a non-equilibrium geometry, with ωB97M-V/def2-TZVPD.

Lowest unoccupied orbital energy   0.0211 Ha
Total energy   -12353.11496 eV
Largest force on an atom   1.873 eV Å⁻¹
Total charge   0
ΔE to the lowest compared entry with this formula, charge and spin   434.8 kJ/mol
E_HOMO   -0.315 hartree
Gap between HOMO and LUMO   9.15 eV

Structure (XYZ):
```
15
Properties=species:S:1:pos:R:3:lowdin_charge:R:1
C -1.163 -2.324 0.220 -0.001
C 0.337 -0.298 0.262 -0.361
C 0.677 1.556 -0.455 -0.343
C -0.585 -1.198 1.022 -0.369
N 0.841 2.714 -1.123 0.148
C 0.962 0.991 0.727 0.063
O 0.888 -0.697 -0.930 0.025
N -0.053 0.407 -1.043 0.134
O -0.795 -1.005 2.194 0.117
H 0.307 2.821 -1.970 0.103
H 0.999 3.550 -0.583 0.109
H 1.446 1.273 1.638 0.094
H -1.917 -2.850 0.812 0.090
H -0.352 -3.011 -0.061 0.098
H -1.594 -1.929 -0.710 0.093
```



Computed, not measured: C20H16N2O3 in the gas phase, with ωB97M-V/def2-TZVPD.

Lowest unoccupied orbital energy   -0.0024 Ha
Total energy   -30122.59074 eV
SMILES   Cc1cnc(C(=O)OCC(=O)c2ccc(-c3ccccc3)cc2)cn1
Largest force on an atom   0.708 eV Å⁻¹
Total charge   0
ΔE to the lowest compared entry with this formula, charge and spin   0.0 kJ/mol
E_HOMO   -0.325 hartree
Gap between HOMO and LUMO   8.78 eV

Structure (XYZ):
```
41
Properties=species:S:1:pos:R:3:lowdin_charge:R:1
C -4.456 -3.770 -1.088 -0.035
C -4.024 -2.450 -0.547 -0.307
N -4.144 -1.389 -1.336 0.128
C -3.757 -0.215 -0.867 -0.044
C -3.229 -0.083 0.416 -0.162
N -3.113 -1.142 1.217 0.155
C -3.507 -2.305 0.747 -0.069
H -3.404 -3.150 1.414 0.119
C -2.800 1.230 0.973 -0.448
O -2.727 1.493 2.143 0.123
O -2.511 2.091 -0.014 0.008
C -2.093 3.401 0.350 -0.067
H -2.819 4.116 -0.050 0.144
C -0.716 3.728 -0.231 -0.320
O -0.523 4.789 -0.776 0.113
C 0.321 2.687 -0.106 -0.144
C 0.370 1.785 0.958 -0.002
C 1.366 0.832 1.012 -0.005
C 2.338 0.749 0.016 -0.171
C 2.296 1.665 -1.037 -0.012
C 1.307 2.623 -1.093 0.003
H 1.268 3.331 -1.907 0.121
H 3.036 1.610 -1.821 0.115
C 3.390 -0.274 0.081 -0.187
C 3.089 -1.576 0.473 -0.034
C 4.079 -2.539 0.534 -0.082
C 5.387 -2.214 0.214 -0.091
C 5.698 -0.921 -0.173 -0.081
C 4.708 0.041 -0.244 -0.034
H 4.960 1.053 -0.529 0.113
H 6.717 -0.661 -0.419 0.103
H 6.161 -2.965 0.267 0.101
H 3.831 -3.546 0.834 0.103
H 2.067 -1.838 0.710 0.113
H 1.406 0.155 1.852 0.119
H -0.343 1.842 1.766 0.110
H -2.067 3.486 1.444 0.138
H -3.876 0.634 -1.525 0.122
H -3.614 -4.460 -1.111 0.084
H -4.844 -3.641 -2.094 0.079
H -5.227 -4.203 -0.452 0.083
```



Computed, not measured: C18H27NO4S in the gas phase, with ωB97M-V/def2-TZVPD.

Lowest unoccupied orbital energy   0.0233 Ha
Total energy   -39620.31171 eV
SMILES   CCOC(=O)[C@]1(Cc2ccccc2C)CCCN(S(=O)(=O)CC)C1
Largest force on an atom   0.937 eV Å⁻¹
Total charge   0
ΔE to the lowest compared entry with this formula, charge and spin   16.1 kJ/mol
E_HOMO   -0.318 hartree
Gap between HOMO and LUMO   9.29 eV

Structure (XYZ):
```
51
Properties=species:S:1:pos:R:3:lowdin_charge:R:1
C 3.348 3.967 1.121 -0.058
C 3.578 2.463 1.107 -0.206
H 3.459 2.053 2.115 0.124
H 4.568 2.218 0.718 0.126
O 2.661 1.804 0.230 -0.013
C 1.451 1.519 0.717 -0.479
O 1.102 1.789 1.838 0.130
C 0.553 0.892 -0.343 -0.312
C -0.739 0.415 0.336 -0.127
N -1.711 0.053 -0.658 -0.222
S -2.812 -1.135 -0.326 0.628
O -3.382 -1.516 -1.588 -0.298
O -2.157 -2.133 0.462 -0.271
C -4.164 -0.404 0.665 -0.259
C -3.719 -0.193 2.093 -0.117
H -3.220 -1.094 2.442 0.075
H -4.570 0.013 2.738 0.079
H -3.021 0.637 2.170 0.068
H -4.461 0.511 0.161 0.091
H -4.967 -1.132 0.592 0.100
C -2.134 1.142 -1.500 -0.194
C -0.927 1.671 -2.273 -0.145
C 0.200 2.045 -1.311 -0.109
H 1.092 2.331 -1.870 0.128
H -0.118 2.908 -0.717 0.133
H -0.591 0.903 -2.970 0.114
H -1.219 2.548 -2.852 0.118
H -2.891 0.747 -2.179 0.120
H -2.571 1.956 -0.899 0.131
H -0.552 -0.468 0.946 0.131
H -1.107 1.227 0.982 0.131
C 1.267 -0.251 -1.092 -0.053
C 1.341 -1.532 -0.301 -0.174
C 2.049 -1.547 0.895 -0.030
C 2.126 -2.686 1.674 -0.078
C 1.490 -3.840 1.253 -0.083
C 0.802 -3.841 0.054 -0.045
C 0.717 -2.703 -0.739 -0.224
C -0.034 -2.777 -2.035 -0.034
H -0.926 -2.153 -1.996 0.050
H -0.355 -3.799 -2.221 0.083
H 0.587 -2.458 -2.872 0.086
H 0.311 -4.745 -0.273 0.110
H 1.534 -4.736 1.854 0.100
H 2.677 -2.671 2.603 0.101
H 2.548 -0.648 1.226 0.109
H 2.277 0.086 -1.340 0.136
H 0.730 -0.433 -2.018 0.098
H 3.415 4.368 0.112 0.078
H 2.364 4.187 1.526 0.076
H 4.100 4.444 1.743 0.078
```



Computed, not measured: 3 unconnected molecules or ions with the total composition C4H13N3O in a non-equilibrium geometry, with ωB97M-V/def2-TZVPD.

Lowest unoccupied orbital energy (alpha / beta)   0.0104 / 0.0319 Ha
Total energy   -10871.57598 eV
Largest force on an atom   1.442 eV Å⁻¹
Total charge   0
ΔE to the lowest compared entry with this formula, charge and spin   588.7 kJ/mol
E_HOMO (alpha / beta)   -0.247 / -0.267 hartree
Gap between HOMO and LUMO (alpha / beta)   6.99 / 8.13 eV

Structure (XYZ):
```
21
Properties=species:S:1:pos:R:3:lowdin_charge:R:1
C 0.850 0.635 0.093 -0.144
C -0.069 1.451 0.953 -0.191
N -0.680 0.287 -1.662 -0.159
N -0.618 1.457 -2.321 0.021
N -1.848 0.075 -1.096 0.037
H -1.002 2.279 -1.852 0.089
H 0.301 1.610 -2.709 0.090
H -2.362 0.894 -0.761 0.100
H -1.769 -0.719 -0.398 0.055
H 1.354 1.169 -0.708 0.032
H 1.635 0.149 0.662 0.030
H -0.631 2.195 0.379 0.040
H 0.454 2.010 1.737 0.068
H -0.802 0.798 1.448 0.062
C 1.219 -2.166 1.307 -0.069
C 0.169 -1.730 0.320 -0.349
O -1.023 -1.628 0.683 -0.070
H 0.411 -1.863 -0.741 0.112
H 1.080 -1.668 2.267 0.087
H 2.228 -1.992 0.933 0.074
H 1.101 -3.243 1.467 0.086
```



> Number 1 is which compound?

C5H6N2O2